Record 1
The following is a DFT calculation (ωB97M-V/def2-TZVPD) of a 11-piece molecular cluster, C55H133N7O11 overall in a non-equilibrium geometry.

Spin multiplicity: 1
Orbital gap (eV): 8.59
SMILES: CC1(C)CCCC(C)(C)N1O.CC1(C)CCCC(C)(C)N1O.CC1(C)CCCC(C)(C)N1O.COC[C@H](C)N.COC[C@H](C)N.COC[C@H](C)N.COC[C@H](C)N.CC(C)O.CC(C)O.CC(C)O.CC(C)O

Positions of all 206 atoms, in Å:
1 C 1.23627 2.67535 -8.25509
2 C 0.50756 3.46707 -7.16388
3 C -0.34579 4.53984 -7.80868
4 C -0.17213 2.41860 -6.29789
5 C -0.69924 2.92174 -4.97785
6 C 0.41180 3.56860 -4.18136
7 C 1.17815 4.71301 -4.95361
8 C 0.35278 5.96782 -5.11753
9 C 2.44234 4.94496 -4.13777
10 N 1.54580 4.09951 -6.25518
11 O 2.29064 5.05859 -7.02241
12 H 0.49543 2.21091 -8.92307
13 H 1.88437 3.28102 -8.89558
14 H 1.77107 1.85688 -7.76447
15 H 0.28339 5.39673 -8.14462
16 H -0.79978 4.10778 -8.73375
17 H -1.07827 4.94638 -7.12197
18 H -0.98006 1.97383 -6.90662
19 H 0.58911 1.63411 -6.17339
20 H -1.64090 3.50352 -5.05353
21 H -0.98866 2.05450 -4.37131
22 H 1.16154 2.84983 -3.88702
23 H 0.02834 4.01311 -3.24724
24 H 0.61556 6.48002 -6.04847
25 H 0.51807 6.63209 -4.27337
26 H -0.70769 5.75031 -5.12896
27 H 3.18831 5.57465 -4.68601
28 H 2.98279 4.01755 -3.87564
29 H 2.17208 5.41381 -3.16831
30 H 3.22386 4.80020 -6.92134
31 C -5.98724 -4.11147 5.57646
32 C -5.27737 -3.86195 4.25404
33 C -5.77025 -4.89172 3.20444
34 C -5.59594 -2.50529 3.70537
35 C -5.03139 -1.33637 4.52658
36 C -3.51494 -1.45831 4.48788
37 C -3.02636 -2.84572 5.05869
38 C -1.52549 -3.11700 4.80140
39 C -3.23757 -2.89893 6.61676
40 N -3.78733 -3.91631 4.34948
41 O -3.33838 -5.22832 4.73808
42 H -5.90388 -3.21885 6.22178
43 H -7.02867 -4.32630 5.35860
44 H -5.59748 -4.92267 6.13621
45 H -6.84147 -4.79507 3.09283
46 H -5.27249 -4.69013 2.23964
47 H -5.56173 -5.89861 3.53521
48 H -5.16135 -2.47750 2.68777
49 H -6.67929 -2.43408 3.59861
50 H -5.37317 -0.37816 4.13091
51 H -5.44163 -1.35770 5.53982
52 H -2.98611 -0.66447 5.00962
53 H -3.19706 -1.33404 3.43221
54 H -1.17798 -4.11644 4.93753
55 H -0.95126 -2.42594 5.43423
56 H -1.39945 -2.90669 3.74452
57 H -2.56556 -2.20139 7.11942
58 H -2.89321 -3.88761 6.96272
59 H -4.24783 -2.80206 6.93940
60 H -3.54217 -5.24299 5.66586
61 C 5.21797 -2.05021 3.08262
62 C 3.92679 -1.24567 3.18272
63 C 3.82945 -0.33193 1.91839
64 C 2.74453 -2.20253 3.18630
65 C 2.73654 -2.94363 4.51374
66 C 2.56505 -1.95946 5.63520
67 C 3.69122 -0.89788 5.70967
68 C 3.21088 0.21034 6.68549
69 C 4.94294 -1.58776 6.32947
70 N 3.90456 -0.32802 4.35324
71 O 4.82814 0.70408 4.29311
72 H 5.24616 -2.51344 2.10361
73 H 6.08537 -1.39028 3.11523
74 H 5.27287 -2.77922 3.89624
75 H 4.64876 0.37102 1.94575
76 H 3.91809 -0.97079 1.04198
77 H 2.85521 0.10856 1.90634
78 H 1.82449 -1.62161 3.00289
79 H 2.91596 -2.92195 2.36746
80 H 1.86964 -3.65149 4.55466
81 H 3.66123 -3.52117 4.53808
82 H 2.49266 -2.46394 6.59657
83 H 1.56709 -1.50418 5.54424
84 H 2.75964 -0.19514 7.60122
85 H 2.56657 0.95506 6.19049
86 H 4.11777 0.72996 7.00829
87 H 4.79793 -1.51694 7.40126
88 H 5.84025 -1.01952 6.08682
89 H 5.03038 -2.62319 5.99614
90 H 5.72328 0.34481 4.15467
91 C 1.49987 1.92047 -1.02426
92 O 1.10205 0.75965 -1.72056
93 C -0.24511 0.37819 -1.45893
94 C -0.33745 -0.40402 -0.19180
95 C 0.77500 -1.45171 -0.01044
96 N -1.70532 -1.01846 -0.15007
97 H 0.74927 2.69715 -1.19119
98 H 2.43546 2.20260 -1.46826
99 H 1.62240 1.74124 0.04860
100 H -0.92317 1.23678 -1.52792
101 H -0.45374 -0.34924 -2.27691
102 H -0.33592 0.24216 0.71599
103 H 0.48298 -1.98655 0.90278
104 H 1.81683 -1.15042 0.16948
105 H 0.80790 -2.17485 -0.82662
106 H -1.81632 -1.58277 0.66995
107 H -1.68764 -1.71253 -0.88531
108 C 4.03477 1.82549 -4.78671
109 O 4.87823 2.73236 -4.10785
110 C 5.31837 2.23414 -2.92999
111 C 6.60582 2.94390 -2.51039
112 C 7.08646 2.46212 -1.15408
113 N 6.64109 4.42271 -2.58928
114 H 3.00585 1.68557 -4.34801
115 H 4.49963 0.85183 -4.90205
116 H 3.93758 2.26426 -5.80089
117 H 4.58267 2.29808 -2.07452
118 H 5.57584 1.17746 -3.10306
119 H 7.35789 2.65864 -3.26680
120 H 8.00031 2.97576 -0.86292
121 H 7.31152 1.39174 -1.12007
122 H 6.35201 2.64578 -0.36644
123 H 5.88464 4.73111 -1.93999
124 H 6.29253 4.60467 -3.54217
125 C -4.93632 -6.07394 -1.23161
126 O -4.14216 -5.24546 -0.34106
127 C -3.17555 -5.82216 0.44602
128 C -2.25049 -4.67875 0.74958
129 C -1.15548 -5.13702 1.69470
130 N -2.96691 -3.49662 1.33464
131 H -4.28117 -6.82378 -1.68461
132 H -5.37762 -5.45367 -2.04695
133 H -5.76960 -6.58422 -0.67052
134 H -3.66555 -6.28888 1.29782
135 H -2.60403 -6.61113 -0.07187
136 H -1.84428 -4.40559 -0.21785
137 H -0.52143 -4.29950 1.91178
138 H -0.51429 -5.84730 1.13492
139 H -1.52502 -5.63586 2.58699
140 H -3.34038 -3.74966 2.26081
141 H -3.72471 -3.39971 0.67140
142 C -4.45441 2.43724 2.79540
143 O -4.82374 2.23571 1.45350
144 C -5.17079 0.89216 1.13007
145 C -5.23362 0.74066 -0.38989
146 C -5.73257 -0.67280 -0.62443
147 N -3.92371 0.87117 -1.00409
148 H -5.23043 2.09317 3.48146
149 H -4.25050 3.48870 2.95198
150 H -3.50878 1.90047 2.97220
151 H -4.41746 0.18519 1.55494
152 H -6.13435 0.61840 1.55981
153 H -5.92374 1.49521 -0.80428
154 H -5.23020 -1.42729 -0.04325
155 H -5.70949 -0.92139 -1.68969
156 H -6.77698 -0.72788 -0.36371
157 H -3.23431 0.25147 -0.61665
158 H -3.51500 1.75237 -0.82596
159 C -3.53114 -1.77443 -3.57495
160 C -3.16045 -0.43772 -4.06437
161 C -2.90764 -0.48302 -5.60445
162 O -4.17897 0.51112 -3.79527
163 H -2.80671 -2.52268 -3.91041
164 H -4.56972 -1.98782 -3.84264
165 H -3.40663 -1.74794 -2.48221
166 H -2.26023 -0.09581 -3.56330
167 H -1.90404 -0.87846 -5.79187
168 H -2.94235 0.57145 -5.93878
169 H -3.63569 -1.05177 -6.16557
170 H -4.09530 0.86299 -2.87710
171 C 1.34925 -0.74529 -4.95189
172 C 1.60561 -1.94585 -4.04542
173 C 2.30292 -3.04556 -4.87353
174 O 2.39832 -1.55951 -2.91419
175 H 2.28996 -0.40388 -5.34489
176 H 0.91969 0.01902 -4.33301
177 H 0.64005 -0.95104 -5.72948
178 H 0.66224 -2.34203 -3.68463
179 H 2.32032 -3.98827 -4.32650
180 H 3.31984 -2.76783 -5.10621
181 H 1.81316 -3.31611 -5.81326
182 H 1.91628 -0.89954 -2.41866
183 C -0.28090 0.28429 4.06712
184 C 0.57992 1.20705 3.17129
185 C -0.15748 2.41490 2.64772
186 O 1.74961 1.57163 3.85066
187 H 0.33591 -0.51442 4.48213
188 H -1.08225 -0.17938 3.46331
189 H -0.76337 0.72983 4.91888
190 H 0.84010 0.66304 2.23393
191 H -0.41106 3.09333 3.49847
192 H -1.04312 2.12419 2.10784
193 H 0.53925 2.99528 2.02750
194 H 2.36186 0.79747 3.90683
195 C 2.30848 5.63974 0.07530
196 C 3.59344 5.38565 0.74221
197 C 3.80902 4.01440 1.20889
198 O 4.56380 5.86141 -0.18485
199 H 2.22468 6.69991 -0.18776
200 H 1.46129 5.34046 0.68270
201 H 2.17091 5.06523 -0.84801
202 H 3.50066 6.04622 1.60958
203 H 4.81047 4.01951 1.69713
204 H 3.82035 3.27344 0.39282
205 H 3.14211 3.69718 1.99860
206 H 5.35617 6.03299 0.30745

Force components x, y, z for each atom (eV/Å):
-0.12 -0.12 -0.13
1.45 0.87 0.59
-0.11 0.17 -1.10
-0.70 -0.12 -0.86
-0.36 -0.69 0.77
-0.06 1.89 -0.22
-0.42 -1.82 0.02
-0.07 0.45 0.07
0.97 0.46 0.14
0.80 -0.74 -0.35
0.19 -0.05 0.09
0.06 0.11 0.23
0.03 -0.04 0.33
0.34 0.19 -0.31
-0.30 -0.73 0.24
-0.11 0.47 0.80
-0.40 -0.09 -0.11
0.18 0.06 0.26
-0.34 0.15 0.40
0.71 0.07 -0.17
-0.25 -0.12 -0.17
0.12 -0.50 -0.04
0.03 -0.08 -0.21
0.01 0.04 0.30
0.05 0.22 0.03
-0.29 -0.09 -0.12
-0.70 -0.20 0.60
-0.43 0.32 -0.35
0.20 0.02 -0.63
-0.60 -0.05 0.02
-0.34 1.36 -0.06
0.68 -0.88 0.09
0.89 0.51 0.18
-0.13 1.07 -0.51
-0.15 -0.35 -0.10
0.64 -0.70 -0.19
-0.52 -0.38 0.87
-0.82 1.61 -0.48
1.15 -0.77 -0.79
0.13 -0.27 -0.82
-0.37 1.07 -0.70
-0.46 -0.51 -0.30
-0.23 0.07 0.21
0.45 -1.01 0.41
-0.29 0.12 -0.11
-0.31 -0.26 0.35
0.16 -0.32 -0.02
-0.24 0.23 0.31
-0.08 0.09 -0.01
0.16 -0.03 -0.24
0.21 -0.08 0.07
-0.09 0.08 0.37
-0.06 -0.41 0.36
-0.19 -0.74 0.49
0.06 -0.14 -0.38
0.51 0.27 -0.22
-0.25 0.21 -0.07
-0.08 0.17 -0.01
-0.53 0.45 0.25
-0.08 -0.49 1.01
0.07 0.27 0.28
0.71 1.15 -1.04
0.50 -1.46 0.81
0.16 0.09 0.21
-1.41 -0.74 -0.55
-0.02 0.41 0.12
-0.33 -0.35 0.53
0.95 0.39 -0.47
-0.64 0.66 -0.46
-1.96 -0.94 0.13
0.60 0.16 0.12
0.07 -0.41 -0.04
0.18 -0.02 0.15
0.36 0.06 -0.44
-0.10 0.43 -0.25
0.08 0.02 -0.16
-0.40 0.73 -0.10
0.12 -0.39 0.12
-0.30 0.38 0.10
0.77 0.30 -0.13
-0.21 -0.16 0.47
0.37 -0.09 0.21
0.41 0.22 -0.18
-0.07 -0.09 -0.44
0.05 -0.47 0.24
-0.16 0.28 0.06
0.21 -0.39 0.25
0.14 -0.09 -0.02
0.17 0.12 0.22
-0.18 -0.17 0.21
-0.41 -0.24 -0.04
-0.39 0.06 -0.15
0.88 -0.73 -1.11
-0.81 -0.13 1.95
-0.25 -0.40 0.58
1.27 0.46 -0.84
0.11 0.23 0.14
0.48 0.37 -0.03
0.02 0.01 0.05
0.00 -0.12 0.07
-0.26 0.54 0.25
0.21 -0.06 -0.73
0.10 -0.20 -0.15
-0.48 0.55 -0.28
-0.15 -0.01 -0.13
-0.15 -0.33 0.82
-0.35 -0.25 -0.40
-0.79 0.74 -1.18
-1.05 0.43 -1.34
0.90 -0.57 2.23
1.33 -0.06 -0.56
0.08 -0.14 0.33
-1.76 -0.68 0.33
1.00 0.30 -0.11
0.21 -0.31 0.21
-0.34 -0.36 0.53
0.20 -0.03 -0.76
-0.07 -0.08 0.56
-0.13 -0.23 0.23
0.04 0.14 -0.10
-0.15 0.03 -0.23
-0.15 0.12 -0.02
0.62 0.23 -0.67
0.12 0.37 0.60
0.00 0.14 0.83
-2.25 0.26 -2.44
0.14 -0.77 -0.11
-0.01 0.25 1.93
0.58 -0.63 -1.31
0.73 -0.91 -0.69
-0.13 -0.07 -0.02
0.45 -0.22 0.84
0.77 0.42 -0.47
0.25 -0.04 0.65
-0.13 0.06 -0.12
0.26 0.39 -0.13
0.32 0.45 0.52
-0.24 0.10 0.41
-0.11 0.21 0.15
0.16 0.07 -0.36
-0.54 0.47 0.28
0.52 -0.56 -0.34
-0.30 -0.08 -0.34
0.51 0.53 0.20
0.48 -0.60 0.91
-0.94 0.31 -1.13
-0.28 0.22 -0.79
-0.02 -0.01 0.16
-0.17 0.24 -0.06
-0.18 -0.08 0.34
-0.21 0.32 -0.31
-0.29 0.11 0.24
0.26 -0.32 0.09
0.56 -0.21 0.18
0.32 -0.05 0.15
-0.52 -0.06 0.29
0.14 -1.02 0.26
0.09 1.50 0.27
0.29 -0.84 1.46
-0.14 1.01 -1.62
0.45 1.42 1.00
-0.27 0.35 -0.26
-0.33 -0.16 -0.29
0.25 -0.29 -0.01
-0.53 -0.26 -0.06
0.50 0.02 -0.05
-0.14 -0.04 -0.08
0.10 -0.53 -0.11
-0.31 -0.21 0.08
0.13 -0.68 -0.17
-0.06 -0.38 1.07
0.36 -0.08 -0.98
-0.22 -0.42 0.83
0.38 -1.04 -0.93
0.36 0.24 -0.35
-0.19 0.79 0.24
-0.24 -0.28 -0.57
-0.44 -0.14 0.10
0.24 0.02 0.26
0.37 0.19 -0.01
-0.28 0.57 0.09
-0.19 0.62 0.20
-0.05 -0.54 -1.19
-0.45 -0.99 -0.06
0.79 1.19 1.38
0.43 0.22 -0.07
-0.02 -0.01 -0.27
0.29 0.05 0.17
-0.07 0.81 0.29
0.06 -0.27 0.59
-0.12 -0.49 -0.56
-0.34 0.02 -0.26
-0.32 -0.16 -0.16
-0.20 0.45 0.17
-1.72 -0.13 -1.32
-0.83 1.59 -0.05
1.84 -1.30 0.48
-0.03 -0.33 0.04
-0.09 -0.20 0.10
-0.15 0.14 0.40
0.34 0.01 -0.09
0.78 0.11 0.30
-0.39 -0.40 -0.35
-0.04 0.24 0.22
-0.50 -0.02 0.05
0.83 0.14 0.21

Record 2
The following is a DFT calculation (ωB97M-V/def2-TZVPD) of an isolated ion of composition C6H11NO4P and charge -1 in a non-equilibrium geometry.

Charge: -1
Spin multiplicity: 1
Orbital gap (eV): 8.01
Relative energy (zero: lowest compared OMol25 entry of this formula, charge and spin) (kJ/mol): 102.4
SMILES: CCP(C)[C@@H](OC(N)=O)C(=O)[O-]

Positions of all 23 atoms, in Å:
1 C 0.27381 -1.49754 2.00418
2 C -0.73949 -1.38913 0.85561
3 P 0.09284 -1.12848 -0.77374
4 C -1.34960 -0.76639 -1.91477
5 C 1.02807 0.47922 -0.59101
6 O 0.78254 1.11178 0.70763
7 C 0.16267 2.29094 0.59231
8 N -1.23501 2.18129 0.31560
9 O 0.69429 3.35617 0.77957
10 C 2.52477 0.11776 -0.80528
11 O 3.19451 -0.08599 0.21978
12 O 2.80743 0.03074 -1.99737
13 H 0.10473 -2.42153 2.53172
14 H 1.29167 -1.43237 1.64575
15 H 0.13176 -0.65046 2.65751
16 H -1.33668 -2.28303 0.75027
17 H -1.44739 -0.58117 1.03891
18 H -2.26097 -1.15705 -1.48403
19 H -1.41358 0.30188 -2.07754
20 H -1.15380 -1.29609 -2.83091
21 H 0.71388 1.17148 -1.36388
22 H -1.46157 1.19550 0.38346
23 H -1.40488 2.45247 -0.64377

Force components x, y, z for each atom (eV/Å):
-0.48 0.25 -0.45
0.14 0.89 -0.30
0.30 -1.08 -0.49
0.69 0.08 0.82
-0.57 -0.21 0.56
0.37 0.02 0.09
-0.21 0.87 0.29
0.48 -0.50 -0.12
-0.24 -0.48 -0.20
0.12 0.11 1.23
-0.08 -0.04 -0.04
0.19 -0.07 -1.20
0.17 -0.31 0.38
0.37 -0.14 -0.06
0.06 0.10 0.40
-0.12 -0.37 -0.12
-0.19 0.03 0.23
-0.37 0.01 0.14
-0.29 0.22 -0.25
0.00 0.03 -0.47
0.04 0.09 -0.33
-0.17 0.04 -0.14
-0.22 0.45 0.02

Record 3
The following is a DFT calculation (ωB97M-V/def2-TZVPD) of a 2-piece molecular cluster, C9H14O overall in a non-equilibrium geometry.

Spin multiplicity: 1
Orbital gap (eV): 9.94
Relative energy (zero: lowest compared OMol25 entry of this formula, charge and spin) (kJ/mol): 92.5
SMILES: CCc1ccccc1.CO

Positions of all 24 atoms, in Å:
1 C 0.08455 -1.71642 -1.64842
2 C 1.13159 -1.73791 -0.50451
3 C 1.35584 -0.33033 0.00185
4 C 0.86744 -0.01297 1.29077
5 C 0.99448 1.28830 1.75300
6 C 1.56698 2.25474 0.93784
7 C 2.07682 1.92947 -0.29373
8 C 1.91031 0.63648 -0.80761
9 H -0.76296 -1.04495 -1.54044
10 H -0.40398 -2.69126 -1.68981
11 H 0.59784 -1.54320 -2.59423
12 H 0.68539 -2.34259 0.28928
13 H 2.00643 -2.28576 -0.84888
14 H 0.27484 -0.77218 1.77859
15 H 0.53004 1.45259 2.71709
16 H 1.68455 3.25237 1.33597
17 H 2.54987 2.69113 -0.89922
18 H 2.16550 0.45732 -1.84357
19 C -3.35992 -0.68122 0.40748
20 O -4.48193 -0.49754 -0.44424
21 H -3.38008 0.19228 1.06519
22 H -3.48906 -1.54717 1.06022
23 H -2.45447 -0.90394 -0.15357
24 H -4.23350 -0.26468 -1.36540

Force components x, y, z for each atom (eV/Å):
0.28 -0.94 -0.12
-1.53 0.28 -0.17
-0.25 -1.04 0.56
0.49 0.42 -1.60
-0.83 -1.06 -0.01
0.44 0.31 1.14
-0.27 -0.34 -0.74
0.24 0.94 0.44
0.37 0.55 0.25
0.23 -0.23 -0.29
-0.31 0.14 -0.12
0.26 0.10 0.18
0.25 0.31 0.02
0.23 -0.01 0.49
0.25 0.67 0.03
-0.03 0.16 -0.12
-0.04 0.04 -0.04
0.23 -0.30 0.07
-0.54 0.09 0.11
-0.30 -0.27 -1.17
0.98 -0.01 -0.09
-0.44 -0.13 -0.16
0.24 0.63 0.15
0.04 -0.29 1.19

The lowest orbital gap belongs to which entry?
C6H11NO4P